[1]
DFT (ωB97M-V with the def2-TZVPD basis set) results for an isolated molecule of C7H11NO at a distorted geometry.

Properties
HOMO level = -8.03 eV
E_LUMO = 0.5 eV

Cartesian coordinates (Å):
1 C -0.42 -0.25 2.45
2 C -1.04 -0.99 1.52
3 C -1.48 -0.51 0.14
4 O -2.54 -0.89 -0.32
5 C -0.52 0.35 -0.59
6 C -1.10 1.49 -1.37
7 C 0.81 0.06 -0.56
8 C 1.34 -1.35 -0.43
9 N 1.77 0.99 -0.91
10 H -0.25 -0.65 3.44
11 H 0.01 0.73 2.23
12 H -1.47 -1.95 1.79
13 H -0.73 2.46 -1.03
14 H -0.84 1.38 -2.43
15 H -2.20 1.52 -1.31
16 H 0.55 -2.10 -0.53
17 H 2.04 -1.55 -1.25
18 H 1.87 -1.50 0.51
19 H 2.71 0.78 -0.57
20 H 1.50 1.96 -0.75

Mulliken population analysis, charges in e, atoms 1 to 8: C -0.6848; C -0.3605; C 0.2404; O -0.6028; C 0.4425; C -1.5352; C 1.0473; C -1.5770

---

[2]
DFT (ωB97M-V with the def2-TZVPD basis set) results for an isolated molecule of C7H11NO.

Properties
HOMO level = -9.40 eV
E_LUMO = 0.8 eV

Cartesian coordinates (Å):
1 H 2.39 2.43 0.11
2 N 2.51 1.42 0.06
3 C 1.44 0.77 -0.02
4 O 0.20 1.31 -0.05
5 C -0.82 0.29 -0.03
6 C -1.43 0.26 1.37
7 C -1.87 0.65 -1.08
8 C -0.08 -1.03 -0.35
9 C 1.36 -0.70 -0.11
10 C 2.40 -1.51 0.00
11 H -1.82 1.24 1.62
12 H -0.67 0.00 2.10
13 H -2.23 -0.47 1.41
14 H -2.34 1.59 -0.83
15 H -2.63 -0.13 -1.12
16 H -1.41 0.75 -2.06
17 H -0.24 -1.32 -1.39
18 H -0.43 -1.85 0.28
19 H 2.29 -2.58 -0.07
20 H 3.38 -1.11 0.17

Mulliken population analysis, charges in e, atoms 1 to 8: H 0.2662; N -0.6833; C 0.3134; O -0.4387; C 1.6046; C -1.6860; C -1.7314; C -0.9108

---

[3]
DFT (ωB97M-V with the def2-TZVPD basis set) results for a 2-piece molecular cluster, C7H11NO2 overall at a distorted geometry.

Properties
HOMO level (alpha / beta) = -8.76 / -8.76 eV
E_LUMO (alpha / beta) = -0.2 / -0.2 eV

Cartesian coordinates (Å):
1 C -1.68 2.03 1.30
2 C -1.25 0.61 1.52
3 C -2.38 -0.30 1.72
4 C 0.04 0.29 1.22
5 C 1.26 0.19 0.87
6 N 2.43 -0.16 0.61
7 H -1.42 2.28 0.28
8 H -2.78 1.98 1.43
9 H -1.22 2.76 1.90
10 H -2.44 -0.92 0.86
11 H -3.31 0.15 1.99
12 H -2.28 -0.88 2.62
13 H 3.03 0.46 0.21
14 C 0.09 -3.06 0.24
15 O -0.24 -2.54 -1.09
16 C 0.65 -2.07 -1.90
17 O 0.42 -1.55 -2.93
18 H -0.74 -2.81 0.92
19 H 1.12 -2.86 0.50
20 H -0.11 -4.15 -0.04
21 H 1.63 -2.26 -1.52

Mulliken population analysis, charges in e, atoms 1 to 8: C -1.1846; C 0.4081; C -1.3074; C 0.0281; C 0.5394; N -0.6939; H 0.3125; H 0.3229

---

[4]
DFT (ωB97M-V with the def2-TZVPD basis set) results for a 2-piece molecular cluster, C7H11NO2 overall at a distorted geometry.

Properties
⟨S²⟩ = 2.03
HOMO level (alpha / beta) = -5.47 / -10.15 eV
Multiplicity = 3
E_LUMO (alpha / beta) = 0.3 / -1.5 eV

Cartesian coordinates (Å):
1 C 2.08 -0.32 0.06
2 C 1.61 2.12 -0.66
3 C 1.53 0.86 -0.32
4 C -1.40 0.32 -1.45
5 C -0.47 0.79 2.11
6 C -0.28 -2.40 -0.44
7 C -0.69 0.00 -0.13
8 N 2.36 -1.31 0.63
9 O -1.12 0.80 0.88
10 O -0.29 -1.22 0.28
11 H 0.67 2.63 -0.49
12 H 2.54 2.63 -0.72
13 H -0.93 1.17 -2.03
14 H -1.39 -0.71 -1.99
15 H -2.42 0.65 -1.26
16 H 0.30 0.01 2.04
17 H -1.23 0.50 2.94
18 H -0.09 1.83 2.39
19 H -1.28 -2.95 -0.58
20 H 0.39 -3.05 0.18
21 H 0.11 -2.35 -1.44

Mulliken population analysis, charges in e, atoms 1 to 8: C 0.4696; C -0.9340; C 0.4632; C -0.9280; C -0.6091; C -0.9300; C 0.4789; N -0.5760

---

[5]
DFT (ωB97M-V with the def2-TZVPD basis set) results for an isolated molecule of C7H11NO2S at a distorted geometry.

Properties
HOMO level = -8.33 eV
E_LUMO = -0.3 eV

Cartesian coordinates (Å):
1 C 3.91 -0.54 0.54
2 S 3.32 0.20 -0.83
3 O 4.06 1.34 -1.39
4 C 1.54 0.57 -0.82
5 N 0.87 -0.26 -0.18
6 C -0.44 -0.23 0.15
7 C -0.94 0.93 0.62
8 C -2.35 0.96 0.85
9 C -3.16 -0.10 0.04
10 O -2.55 -1.36 0.39
11 C -1.22 -1.44 -0.03
12 H 4.90 -0.25 0.84
13 H 3.08 -0.88 1.16
14 H 3.27 -0.64 -2.19
15 H 1.08 1.57 -1.33
16 H -0.34 1.77 0.81
17 H -2.65 0.69 1.86
18 H -2.85 1.97 0.65
19 H -4.24 -0.29 0.43
20 H -3.23 0.06 -1.06
21 H -1.14 -1.75 -1.13
22 H -0.93 -2.33 0.61

Mulliken population analysis, charges in e, atoms 1 to 8: C -0.8125; S 0.5830; O -0.6099; C -0.2232; N -0.3282; C 0.1858; C -0.3632; C -0.4494

---

[6]
DFT (ωB97M-V with the def2-TZVPD basis set) results for an isolated molecule of C7H11NO3 at a distorted geometry.

Properties
HOMO level = -9.30 eV
E_LUMO = 0.5 eV

Cartesian coordinates (Å):
1 C -2.16 0.23 -1.37
2 O -1.86 -1.07 -0.83
3 C -0.50 -1.12 -0.49
4 C 0.41 -1.64 -1.51
5 C -0.12 -1.47 0.99
6 C -0.04 -0.20 0.69
7 C 0.32 1.22 0.96
8 N 0.37 1.68 2.36
9 C 1.62 1.70 0.19
10 O 1.79 1.49 -0.99
11 O 2.45 2.36 0.98
12 H -2.42 0.89 -0.45
13 H -3.09 0.37 -1.84
14 H -1.26 0.68 -1.93
15 H 0.16 -1.32 -2.66
16 H 0.36 -2.82 -1.47
17 H 1.44 -1.16 -1.48
18 H -0.03 -2.22 1.67
19 H -0.57 1.75 0.38
20 H 0.34 0.99 3.09
21 H -0.41 2.27 2.51
22 H 2.05 2.17 1.89

Mulliken population analysis, charges in e, atoms 1 to 8: C -0.6669; O -0.4669; C 0.9704; C -1.0639; C -0.8720; C -0.5501; C 0.8871; N -0.6944

---

[7]
DFT (ωB97M-V with the def2-TZVPD basis set) results for an isolated molecule of C7H11NO3 at a distorted geometry.

Properties
HOMO level = -9.39 eV
E_LUMO = 0.4 eV

Cartesian coordinates (Å):
1 O 1.40 -2.24 -1.31
2 C 0.80 -1.19 -1.16
3 C 1.59 0.15 -1.31
4 C 1.51 0.94 0.02
5 C 0.12 1.44 0.21
6 O -0.11 2.48 -0.72
7 C -0.89 0.30 -0.01
8 C -1.24 -0.70 1.09
9 O -2.39 -0.31 1.84
10 C -1.24 -1.81 0.09
11 N -0.48 -0.93 -0.77
12 H 2.66 0.05 -1.62
13 H 0.96 0.76 -1.98
14 H 2.33 1.69 0.15
15 H 1.71 0.27 0.84
16 H -0.11 1.77 1.23
17 H 0.78 3.02 -0.81
18 H -1.80 0.66 -0.49
19 H -0.35 -0.93 1.81
20 H -2.38 -0.62 2.89
21 H -0.66 -2.72 0.29
22 H -2.19 -2.08 -0.29

Mulliken population analysis, charges in e, atoms 1 to 8: O -0.6396; C 0.5249; C -0.5742; C -0.9331; C -0.0951; O -0.5965; C -0.3051; C 0.3626

---

[8]
DFT (ωB97M-V with the def2-TZVPD basis set) results for an isolated ion of composition C7H11NO3P and charge -1 at a distorted geometry.

Properties
HOMO level = -5.07 eV
Total charge = -1
E_LUMO = 3.5 eV

Cartesian coordinates (Å):
1 N -0.08 -0.65 -1.54
2 C 0.12 -0.25 -0.07
3 C -1.23 -0.77 0.61
4 P -2.67 0.08 -0.04
5 O -2.76 1.46 0.51
6 O -2.76 -0.16 -1.52
7 O -3.83 -0.91 0.82
8 C 0.36 1.22 0.01
9 C 1.58 1.85 -0.05
10 C 2.76 1.03 -0.16
11 C 2.71 -0.25 0.11
12 C 1.45 -0.98 0.38
13 H -1.05 -0.64 -1.65
14 H 0.30 0.08 -2.18
15 H -1.19 -0.74 1.64
16 H -1.31 -1.87 0.27
17 H -3.63 -0.58 1.67
18 H -0.45 1.70 0.34
19 H 1.55 2.88 -0.18
20 H 3.64 1.45 -0.46
21 H 3.61 -0.80 -0.03
22 H 1.32 -1.93 0.03
23 H 1.59 -1.20 1.50

Mulliken population analysis, charges in e, atoms 1 to 8: N -0.7888; C 1.2632; C -1.1858; P 0.9367; O -0.7677; O -0.8386; O -0.5859; C -0.8465

---

[9]
DFT (ωB97M-V with the def2-TZVPD basis set) results for an isolated molecule of C7H11NO4S at a distorted geometry.

Properties
HOMO level = -9.02 eV
E_LUMO = 0.4 eV

Cartesian coordinates (Å):
1 C 0.77 1.83 0.86
2 C 1.36 1.62 -0.54
3 C -0.50 1.58 0.98
4 C 2.58 1.08 -0.73
5 C -1.28 0.88 -0.14
6 C -0.88 -0.67 -0.22
7 C -1.60 -2.94 -0.23
8 N -2.70 1.11 0.04
9 O 4.44 -0.61 -0.28
10 O 0.23 -1.08 -0.48
11 O 2.36 -0.80 1.18
12 O -1.87 -1.45 -0.03
13 S 3.54 0.19 0.57
14 H 1.34 2.40 1.63
15 H 0.76 1.95 -1.31
16 H -1.16 1.82 1.94
17 H 3.02 0.78 -1.59
18 H -0.90 1.37 -1.10
19 H -0.93 -3.02 -1.16
20 H -2.59 -3.39 -0.65
21 H -1.28 -3.21 0.78
22 H -3.28 0.94 -0.79
23 H 1.70 -0.88 0.55
24 H -3.14 0.49 0.72

Mulliken population analysis, charges in e, atoms 1 to 8: C -0.2034; C -0.2528; C -0.5643; C -0.9128; C 0.3743; C 0.7073; C -0.6101; N -0.7535

---

[10]
DFT (ωB97M-V with the def2-TZVPD basis set) results for C7H11NPTi as an isolated structure at a distorted geometry.

Properties
⟨S²⟩ = 0.80
HOMO level (alpha / beta) = -5.06 / -5.04 eV
Multiplicity = 2
E_LUMO (alpha / beta) = -1.2 / -1.3 eV

Cartesian coordinates (Å):
1 C -0.49 0.52 -1.57
2 C -1.27 1.67 -1.60
3 C -0.45 2.83 -1.76
4 C 0.93 2.47 -1.80
5 C 1.08 1.10 -1.70
6 Ti 1.57 -2.07 0.20
7 P -0.04 -3.66 -0.42
8 H -0.77 -0.53 -1.48
9 H -2.36 1.68 -1.53
10 H -0.83 3.85 -1.84
11 H 1.98 0.47 -1.69
12 H 1.75 3.19 -1.90
13 H 0.58 -4.57 -1.37
14 H -1.22 -3.33 -1.18
15 H -0.60 -4.65 0.47
16 C -0.10 0.47 3.55
17 C 0.23 -0.40 2.47
18 N 0.60 -1.16 1.65
19 H 0.67 0.41 4.34
20 H -1.08 0.18 3.98
21 H -0.17 1.51 3.19

Mulliken population analysis, charges in e, atoms 1 to 8: C -0.1056; C -0.8175; C -0.3502; C -0.6723; C -0.4018; Ti 0.6703; P -0.1654; H 0.2538

---

[11]
DFT (ωB97M-V with the def2-TZVPD basis set) results for an isolated molecule of C7H11NS at a distorted geometry.

Properties
HOMO level (alpha / beta) = -8.16 / -7.84 eV
E_LUMO (alpha / beta) = -0.4 / -0.4 eV

Cartesian coordinates (Å):
1 C -0.31 -0.43 -0.61
2 C 0.61 -0.24 0.40
3 C -0.57 1.07 -0.82
4 C 0.67 1.21 0.32
5 C -0.18 1.73 -2.17
6 C 0.23 1.72 1.68
7 C -0.40 -3.56 0.21
8 N -0.42 -2.14 0.74
9 S 1.05 -1.56 1.31
10 H -1.46 1.46 -0.30
11 H 1.57 1.82 -0.09
12 H -1.05 1.68 -2.77
13 H 0.62 1.09 -2.51
14 H 0.12 2.78 -2.01
15 H -0.70 1.19 2.02
16 H 0.24 2.75 1.87
17 H 0.94 1.17 2.30
18 H -0.22 -4.29 1.11
19 H -1.32 -3.71 -0.33
20 H 0.58 -3.72 -0.33

Mulliken population analysis, charges in e, atoms 1 to 8: C -0.8625; C 0.3111; C 0.4207; C 0.2213; C -1.3307; C -1.4943; C -0.6868; N -0.2622

---

[12]
DFT (ωB97M-V with the def2-TZVPD basis set) results for an isolated molecule of C7H11NS at a distorted geometry.

Properties
HOMO level (alpha / beta) = -8.01 / -8.01 eV
E_LUMO (alpha / beta) = 0.3 / 0.3 eV

Cartesian coordinates (Å):
1 C -0.70 -1.18 0.65
2 C 1.76 0.06 -0.75
3 C 0.59 -0.40 -1.59
4 C 1.05 0.67 0.44
5 C -0.39 0.12 0.21
6 C 1.67 0.67 1.78
7 C -3.11 -0.07 -0.55
8 N -0.98 -2.26 0.98
9 S -1.85 1.06 0.11
10 H 2.12 -0.81 -0.35
11 H 2.50 0.50 -1.31
12 H 0.27 -0.01 -2.51
13 H 0.47 -1.46 -1.53
14 H 1.03 1.73 0.14
15 H 0.81 0.86 2.50
16 H 2.33 1.58 1.81
17 H 2.17 -0.21 2.17
18 H -3.15 -1.08 -0.04
19 H -2.66 -0.27 -1.54
20 H -3.93 0.51 -0.62

Mulliken population analysis, charges in e, atoms 1 to 8: C 0.0719; C -0.9109; C -0.8006; C 0.1801; C 0.4292; C -1.3508; C -0.8674; N -0.5449